(1)
# C3H7NO

One molecule with the formula C3H7NO (ωB97M-V/def2-TZVPD, the Open Molecules 2025 dataset).

Structure (ORCA input):
```
! wB97M-V def2-TZVPD RIJCOSX def2/J DEFGRID3
* xyz 0 1
C -0.305 -1.703 -1.160
O 0.502 -0.554 -1.425
C 0.390 0.453 -0.557
N -0.450 0.502 0.385
C -0.042 1.369 1.477
H -0.855 -1.595 -0.223
H -0.998 -1.800 -1.995
H 0.362 -2.570 -1.112
H 1.164 1.206 -0.752
H 1.044 1.301 1.611
H -0.315 2.426 1.368
H -0.496 0.965 2.383
*
```

The SMILES is C/N=C/OC.

=====

(2)
# C39H66BCdN10SSi

C39H66BCdN10SSi as an isolated structure at a distorted geometry (ωB97M-V/def2-TZVPD, the Open Molecules 2025 dataset).

Structure (ORCA input):
```
! wB97M-V def2-TZVPD RIJCOSX def2/J DEFGRID3
* xyz -1 1
Cd -0.624 -1.550 0.998
C -3.985 -4.269 3.196
C -3.320 -3.430 2.193
N -2.027 -3.247 2.159
N -1.417 -4.153 2.912
C -0.063 -4.209 3.022
N 0.350 -5.036 3.958
S 1.189 -3.191 2.278
C -4.078 -2.726 1.194
C -5.348 -3.031 0.785
C -5.982 -2.321 -0.277
C -5.250 -1.248 -0.811
C -4.125 -0.830 -0.173
N -3.527 -1.543 0.831
H -3.485 -4.118 4.234
H -3.948 -5.348 3.011
H -5.045 -4.065 3.375
H -0.391 -5.493 4.555
H 1.304 -4.997 4.299
H -5.778 -3.930 1.236
H -6.970 -2.625 -0.617
H -5.449 -0.814 -1.757
H -3.669 0.109 -0.390
C 4.368 -2.121 -1.113
C 4.991 -0.803 -0.542
C 6.238 -1.008 0.336
C 4.041 0.139 0.148
C 4.284 1.015 1.245
C 3.102 1.757 1.399
C 2.762 2.778 2.468
C 3.259 2.120 3.778
C 3.418 4.171 2.320
N 2.258 1.356 0.352
N 2.849 0.372 -0.396
B 0.932 2.039 -0.185
N -0.258 1.679 0.683
N -0.296 0.564 1.634
C -1.197 0.880 2.613
C -1.961 2.003 2.171
C -1.272 2.546 1.070
C -1.582 3.908 0.557
C -1.822 4.819 1.732
C -2.865 3.782 -0.325
C -1.294 0.389 4.024
C -2.580 -0.360 4.252
C -0.084 -0.329 4.636
N 0.668 2.086 -1.809
N -0.523 1.600 -2.312
C -0.566 1.805 -3.616
C 0.660 2.456 -3.994
C 1.426 2.621 -2.854
C 2.802 3.255 -2.970
C 3.467 2.510 -4.149
C 3.632 3.222 -1.710
C -1.783 1.566 -4.403
C -1.425 1.278 -5.853
C -2.624 0.437 -3.846
H 5.178 -2.779 -1.429
H 3.698 -2.645 -0.396
H 3.678 -1.984 -1.988
H 5.254 -0.196 -1.433
H 5.940 -1.256 1.369
H 6.858 -1.859 -0.073
H 6.892 -0.137 0.426
H 5.103 0.884 1.927
H 1.706 2.875 2.473
H 4.360 2.293 3.882
H 2.788 2.510 4.676
H 2.952 1.047 3.795
H 4.509 4.021 2.402
H 3.255 4.636 1.318
H 3.133 4.840 3.140
H 1.158 3.246 0.090
H -2.915 2.332 2.584
H -0.736 4.252 -0.096
H -2.782 4.619 2.136
H -1.123 4.738 2.574
H -1.825 5.860 1.333
H -3.686 3.400 0.268
H -3.029 4.802 -0.604
H -2.710 3.285 -1.329
H -1.358 1.340 4.604
H -2.557 -1.355 3.853
H -2.797 -0.428 5.348
H -3.409 0.097 3.767
H 0.411 -1.045 3.999
H 0.630 0.472 4.986
H -0.398 -0.937 5.559
H 1.029 2.620 -4.997
H 2.599 4.319 -3.241
H 3.024 1.479 -4.186
H 3.241 3.000 -5.132
H 4.594 2.389 -3.975
H 3.140 3.710 -0.890
H 3.859 2.219 -1.407
H 4.598 3.746 -1.949
H -2.231 2.586 -4.415
H -0.808 0.362 -5.858
H -2.390 1.164 -6.431
H -0.864 2.059 -6.285
H -1.972 -0.463 -3.928
H -2.847 0.621 -2.780
H -3.481 0.252 -4.483
C -2.458 -4.123 -1.615
Si -0.648 -3.612 -2.069
C 0.501 -4.961 -1.384
C -0.417 -3.463 -3.939
C -0.359 -1.939 -1.203
H -2.748 -4.921 -2.336
H -3.197 -3.259 -1.880
H -2.446 -4.469 -0.581
H 0.195 -5.919 -1.876
H 0.195 -5.085 -0.300
H 1.598 -4.799 -1.455
H -1.041 -4.070 -4.612
H 0.641 -3.718 -4.218
H -0.529 -2.426 -4.161
H 0.683 -1.554 -1.460
H -1.022 -1.134 -1.665
*
```

=====

(3)
# C30H32KNO3PSSi

C30H32KNO3PSSi as an isolated structure at a distorted geometry (ωB97M-V/def2-TZVPD, the Open Molecules 2025 dataset).

Structure (ORCA input):
```
! wB97M-V def2-TZVPD RIJCOSX def2/J DEFGRID3
* xyz -1 1
K -0.818 -0.989 -0.508
C -0.793 6.323 -1.946
Si -1.927 5.206 -0.956
C -3.669 5.876 -1.128
C -1.443 5.358 0.826
C -1.884 3.516 -1.776
C -2.271 3.556 -3.108
C -2.308 2.413 -3.903
C -1.931 1.238 -3.284
N -1.546 1.146 -2.018
C -1.511 2.254 -1.229
S -0.992 2.061 0.434
H -0.835 7.349 -1.572
H -1.053 6.337 -3.006
H 0.239 5.974 -1.862
H -3.734 6.896 -0.744
H -4.361 5.255 -0.554
H -4.010 5.880 -2.164
H -1.558 6.417 1.089
H -0.417 5.042 0.997
H -2.072 4.747 1.470
H -2.561 4.507 -3.547
H -2.615 2.430 -4.939
H -1.945 0.296 -3.825
O 0.299 -4.888 1.130
C 0.290 -3.671 1.310
O 0.313 -2.750 0.429
C 0.241 -3.097 2.746
P 0.018 -1.268 2.596
C 1.787 -0.758 2.311
C 2.732 -0.817 3.331
C 4.052 -0.442 3.123
C 4.450 0.016 1.876
C 3.523 0.082 0.845
C 2.209 -0.305 1.061
C -0.136 -0.698 4.330
C -0.100 -1.540 5.438
C -0.258 -1.037 6.726
C -0.445 0.321 6.921
C -0.487 1.173 5.821
C -0.346 0.667 4.541
H 1.162 -3.380 3.264
H -0.592 -3.563 3.279
H 2.428 -1.153 4.317
H 4.763 -0.499 3.937
H 5.475 0.322 1.707
H 3.816 0.445 -0.132
H 1.518 -0.246 0.231
H 0.058 -2.601 5.300
H -0.228 -1.715 7.571
H -0.560 0.719 7.921
H -0.643 2.236 5.957
H -0.408 1.339 3.691
C 0.105 -1.884 -4.967
C -0.203 -2.655 -3.703
O -0.922 -2.155 -2.859
C 0.395 -4.016 -3.542
C 0.881 -4.704 -4.655
C 1.429 -5.968 -4.501
C 1.511 -6.527 -3.230
C 1.045 -5.836 -2.121
C 0.475 -4.579 -2.276
H -0.257 -0.865 -4.861
H -0.380 -2.358 -5.822
H 1.176 -1.883 -5.169
H 0.829 -4.261 -5.640
H 1.795 -6.509 -5.364
H 1.949 -7.511 -3.106
H 1.108 -6.232 -1.115
H 0.146 -4.039 -1.396
*
```

=====

(4)
# C28H38N5O6SSn

C28H38N5O6SSn as an isolated structure (ωB97M-V/def2-TZVPD, the Open Molecules 2025 dataset).

Structure (ORCA input):
```
! wB97M-V def2-TZVPD RIJCOSX def2/J DEFGRID3
* xyz 3 1
Sn -0.724 -2.045 0.832
C 4.043 2.734 2.850
C 3.270 1.576 2.276
C 3.627 0.971 1.087
C 2.949 -0.170 0.602
C 3.414 -0.969 -0.496
N 3.966 -0.578 -1.603
C 3.998 0.781 -2.183
C 2.629 1.263 -2.671
C 2.185 0.756 -4.048
N 1.616 -0.603 -3.996
C 0.521 -0.999 -3.414
C -0.598 -0.237 -2.964
C -1.179 0.861 -3.644
C -2.426 1.338 -3.309
C -3.091 2.449 -4.081
C -3.096 0.705 -2.256
C -2.540 -0.339 -1.515
C -3.250 -0.818 -0.356
N -2.791 -1.527 0.621
C -3.642 -1.802 1.804
C -3.190 -1.023 3.046
C -1.864 -1.447 3.670
N -0.694 -1.160 2.819
C 0.257 -0.421 3.243
C 1.446 -0.058 2.506
C 2.178 1.033 2.966
C 1.845 -0.704 1.313
O 1.251 -1.752 0.793
C -1.263 -0.813 -1.859
O -0.658 -1.773 -1.219
H 4.697 3.182 2.104
H 4.664 2.406 3.685
H 3.375 3.510 3.222
H 4.504 1.333 0.566
H 3.310 -2.045 -0.393
H 4.374 -1.310 -2.171
H 4.703 0.744 -3.013
H 4.410 1.473 -1.457
H 2.675 2.352 -2.730
H 1.867 1.021 -1.923
H 3.040 0.700 -4.720
H 1.475 1.439 -4.504
H 2.186 -1.333 -4.403
H 0.442 -2.074 -3.277
H -0.682 1.283 -4.510
H -2.390 2.937 -4.756
H -3.494 3.211 -3.413
H -3.916 2.066 -4.682
H -4.093 1.053 -1.999
H -4.288 -0.487 -0.267
H -3.628 -2.876 1.975
H -4.663 -1.517 1.548
H -3.950 -1.189 3.812
H -3.185 0.047 2.829
H -1.867 -2.521 3.838
H -1.726 -0.964 4.639
H 0.158 0.006 4.243
H 1.880 1.495 3.904
C -1.960 2.552 1.797
N -0.828 2.717 0.890
C -0.265 4.056 0.657
C -0.253 1.663 0.341
O -0.585 0.477 0.514
H -2.467 3.504 1.915
H -1.634 2.207 2.779
H -2.659 1.830 1.381
H -0.998 4.802 0.947
H -0.043 4.193 -0.400
H 0.638 4.213 1.246
H 0.586 1.919 -0.323
C -0.712 -6.307 1.384
S -1.205 -4.691 0.945
O -0.987 -3.745 2.111
O -2.560 -4.630 0.497
O -0.238 -4.078 -0.033
H -1.347 -6.619 2.212
H 0.339 -6.297 1.665
H -0.890 -6.934 0.511
*
```

=====

Orbital gap? In order: 10.51, 7.11, 6.39, 7.28 eV.
Relative energy (zero: lowest compared OMol25 entry of this formula, charge and spin)? In order: 42.09, 0.00, 13.50, 8.45 kcal/mol.